No. 1
Molecular formula: H22O11
Method: DFT, the ωB97M-V functional and the def2-TZVPD basis

Cartesian coordinates (Å):
H1 0.16 1.36 -0.69
H2 0.14 0.01 0.22
H3 2.46 1.73 -2.75
H4 1.85 2.14 -4.17
H5 1.77 -2.93 2.17
H6 2.48 -1.64 2.57
H7 0.74 4.50 -0.48
H8 0.36 6.00 -0.61
H9 -0.78 -2.52 0.45
H10 0.63 -2.69 0.86
H11 -3.59 -0.42 -1.95
H12 -2.34 0.28 -1.49
H13 5.16 -0.03 0.29
H14 4.20 1.10 -0.07
H15 -0.25 -1.58 3.43
H16 -0.28 -0.13 2.99
H17 -3.77 -1.63 2.30
H18 -3.49 -0.18 1.91
H19 -1.23 -1.05 -2.36
H20 -0.80 0.32 -2.49
H21 -2.38 -2.46 0.47
H22 -2.55 -1.41 -0.58
O1 -0.31 0.90 -0.01
O2 2.61 2.29 -3.61
O3 1.69 -2.14 2.77
O4 0.06 5.05 -0.69
O5 0.14 -2.20 0.27
O6 -2.67 -0.30 -2.19
O7 4.72 0.36 -0.43
O8 -0.40 -0.69 3.77
O9 -3.09 -1.07 2.05
O10 -0.41 -0.58 -2.25
O11 -2.17 -1.48 0.31

Calculated values
SMILES	O.O.O.O.O.O.O.O.O.O.O
largest force on an atom	0.0982	Eh/bohr
gap between HOMO and LUMO	0.3414	Eh
energy above the lowest of the compared OMol25 structures with the same formula, charge and spin	590.38	kJ/mol
charge	0

No. 2
Molecular formula: H22O11
Method: DFT, the ωB97M-V functional and the def2-TZVPD basis

Cartesian coordinates (Å):
H1 0.19 -0.26 -0.39
H2 -0.79 -0.80 -1.43
H3 3.35 -1.28 -0.66
H4 2.10 -0.46 -0.92
H5 -3.27 1.82 1.74
H6 -4.33 1.23 2.65
H7 -4.75 -1.02 -0.94
H8 -4.17 -1.97 0.09
H9 -0.95 3.28 -1.19
H10 -1.02 3.50 0.32
H11 2.38 2.87 1.07
H12 3.16 2.64 -0.22
H13 -3.19 0.72 -1.74
H14 -4.15 -0.13 -2.56
H15 4.14 1.22 -0.67
H16 4.85 0.94 -1.98
H17 0.14 -0.73 2.78
H18 1.58 -0.92 3.20
H19 3.07 -4.19 -1.11
H20 3.28 -3.01 -0.18
H21 -1.31 -1.99 1.52
H22 0.05 -2.63 1.33
O1 -0.55 0.01 -0.95
O2 2.56 -0.94 -0.22
O3 -3.85 1.05 1.84
O4 -4.46 -1.93 -0.83
O5 -0.98 3.97 -0.52
O6 2.93 2.22 0.61
O7 -4.01 0.77 -2.26
O8 4.82 1.58 -1.26
O9 0.93 -0.24 3.01
O10 2.85 -3.25 -1.00
O11 -0.61 -2.10 0.87

Calculated values
SMILES	O.O.O.O.O.O.O.O.O.O.O
largest force on an atom	0.0174	Eh/bohr
gap between HOMO and LUMO	0.4141	Eh
energy above the lowest of the compared OMol25 structures with the same formula, charge and spin	256.78	kJ/mol
charge	0

No. 3
Molecular formula: H22O11
Method: DFT, the ωB97M-V functional and the def2-TZVPD basis

Cartesian coordinates (Å):
O1 1.85 -18.19 -13.08
H1 1.98 -17.25 -13.14
H2 2.61 -18.57 -13.52
O2 0.36 -18.16 -10.36
H3 -0.40 -18.73 -10.45
H4 0.11 -17.34 -10.78
O3 1.14 -14.01 -10.17
H5 0.39 -14.12 -10.76
H6 1.54 -13.18 -10.43
O4 -2.04 -15.87 -11.17
H7 -1.17 -15.69 -10.81
H8 -2.06 -16.82 -11.31
O5 0.35 -16.70 -13.90
H9 0.26 -16.34 -14.78
H10 0.36 -15.93 -13.33
O6 -0.29 -14.12 -11.89
H11 -0.97 -13.46 -11.79
H12 -0.30 -14.33 -12.82
O7 1.97 -16.40 -12.46
H13 2.75 -16.70 -11.98
H14 2.16 -15.48 -12.66
O8 -0.01 -16.68 -11.68
H15 0.74 -16.78 -12.27
H16 0.08 -15.79 -11.34
O9 -0.85 -18.41 -13.39
H17 -0.08 -18.28 -13.95
H18 -0.83 -17.66 -12.78
O10 -0.41 -15.39 -9.46
H19 -1.01 -15.97 -9.00
H20 -0.96 -14.68 -9.79
O11 2.08 -18.58 -11.11
H21 1.53 -18.41 -11.87
H22 2.78 -19.15 -11.44

Calculated values
largest force on an atom	0.2566	Eh/bohr
gap between HOMO and LUMO	0.2341	Eh
energy above the lowest of the compared OMol25 structures with the same formula, charge and spin	1786.99	kJ/mol
charge	0

No. 4
Molecular formula: H22O11
Method: DFT, the ωB97M-V functional and the def2-TZVPD basis

Cartesian coordinates (Å):
O1 -0.47 -1.74 -1.17
H1 -0.89 -2.55 -1.46
H2 0.44 -1.99 -1.03
O2 2.14 -1.69 0.01
H3 2.97 -1.30 -0.27
H4 1.81 -1.09 0.68
O3 -1.77 -0.62 1.72
H5 -1.87 0.32 1.90
H6 -1.48 -0.99 2.55
O4 0.36 0.02 0.42
H7 0.09 -0.08 -0.49
H8 -0.31 0.59 0.81
O5 0.86 -0.86 2.06
H9 0.33 -1.65 2.14
H10 0.59 -0.47 1.23
O6 -1.13 1.40 0.47
H11 -1.64 1.75 -0.26
H12 -1.76 1.36 1.20
O7 1.74 1.39 -0.18
H13 2.44 1.00 0.34
H14 0.94 0.97 0.13
O8 -0.12 0.37 -1.44
H15 -0.33 1.31 -1.44
H16 -0.85 -0.04 -1.90
O9 -0.60 3.28 0.30
H17 -0.63 2.35 0.53
H18 0.30 3.44 0.03
O10 1.60 -0.33 -2.22
H19 1.67 0.25 -2.98
H20 0.77 -0.09 -1.82
O11 -2.03 -1.69 -0.02
H21 -1.86 -1.17 0.77
H22 -1.31 -1.47 -0.61

Calculated values
largest force on an atom	0.3056	Eh/bohr
gap between HOMO and LUMO	0.2960	Eh
energy above the lowest of the compared OMol25 structures with the same formula, charge and spin	2380.29	kJ/mol
charge	0

No. 5
Molecular formula: H22O11
Method: DFT, the ωB97M-V functional and the def2-TZVPD basis

Cartesian coordinates (Å):
O1 -27.24 -29.26 -48.51
H1 -27.49 -29.25 -47.62
H2 -27.68 -28.60 -48.93
O2 -30.33 -28.30 -45.69
H3 -30.49 -27.58 -46.34
H4 -29.40 -28.49 -45.92
O3 -32.43 -30.06 -45.11
H5 -31.88 -29.54 -45.42
H6 -31.71 -30.70 -44.85
O4 -30.01 -25.59 -48.77
H7 -29.22 -25.96 -49.20
H8 -29.66 -25.36 -47.92
O5 -32.09 -26.45 -47.13
H9 -33.03 -26.15 -47.25
H10 -31.58 -25.86 -47.78
O6 -27.08 -27.00 -46.43
H11 -26.93 -26.42 -47.06
H12 -26.66 -27.29 -45.80
O7 -30.18 -28.39 -42.77
H13 -30.48 -28.40 -43.79
H14 -30.01 -29.23 -42.32
O8 -31.88 -25.45 -44.67
H15 -31.97 -25.99 -45.50
H16 -32.15 -26.15 -43.94
O9 -27.93 -29.91 -45.92
H17 -27.51 -29.97 -44.95
H18 -28.60 -30.57 -45.96
O10 -32.96 -28.94 -48.06
H19 -32.36 -28.13 -47.86
H20 -32.80 -29.45 -47.21
O11 -28.94 -24.83 -46.14
H21 -29.38 -24.78 -45.32
H22 -28.35 -25.67 -46.00

Calculated values
SMILES	O.O.O.O.O.O.O.O.O.O.O
largest force on an atom	0.2524	Eh/bohr
gap between HOMO and LUMO	0.3751	Eh
energy above the lowest of the compared OMol25 structures with the same formula, charge and spin	449.15	kJ/mol
charge	0

No. 6
Molecular formula: H22O11
Method: DFT, the ωB97M-V functional and the def2-TZVPD basis

Cartesian coordinates (Å):
H1 -1.12 -0.47 0.59
H2 0.32 -1.13 0.16
H3 1.35 1.06 0.40
H4 1.63 0.66 1.71
H5 -4.12 -0.82 2.22
H6 -3.06 -1.90 1.57
H7 2.38 -0.39 -0.54
H8 2.64 -1.41 -1.69
H9 -0.61 2.48 -0.75
H10 -1.42 2.44 -2.08
H11 4.38 -0.57 1.64
H12 4.77 -1.96 1.17
H13 0.93 2.42 -3.02
H14 1.37 2.64 -1.69
H15 -5.25 1.00 -0.49
H16 -4.38 0.15 -1.50
H17 4.33 -2.09 -1.38
H18 4.16 -0.62 -1.10
H19 -3.73 -3.61 -1.35
H20 -4.33 -4.01 -0.17
H21 -0.40 3.45 3.36
H22 0.28 2.72 2.09
O1 -0.29 -0.82 0.94
O2 1.81 1.43 1.19
O3 -3.19 -1.16 2.25
O4 2.69 -1.33 -0.73
O5 -1.00 1.84 -1.43
O6 4.27 -1.48 1.90
O7 0.59 2.33 -2.17
O8 -5.21 0.51 -1.35
O9 4.43 -1.23 -1.79
O10 -3.68 -3.40 -0.41
O11 -0.53 3.26 2.44

Calculated values
SMILES	O.O.O.O.O.O.O.O.O.O.O
largest force on an atom	0.1664	Eh/bohr
gap between HOMO and LUMO	0.3242	Eh
energy above the lowest of the compared OMol25 structures with the same formula, charge and spin	709.16	kJ/mol
charge	0

No. 7
Molecular formula: H22O11
Method: DFT, the ωB97M-V functional and the def2-TZVPD basis

Cartesian coordinates (Å):
O1 0.66 -18.03 -19.69
H1 0.40 -18.51 -18.90
H2 1.38 -18.55 -20.07
O2 3.20 -19.57 -20.34
H3 2.76 -20.18 -20.95
H4 3.50 -18.82 -20.89
O3 4.37 -21.94 -21.79
H5 3.78 -22.35 -21.15
H6 4.28 -22.48 -22.59
O4 -1.22 -21.60 -20.16
H7 -0.70 -21.17 -19.48
H8 -0.59 -21.66 -20.90
O5 3.03 -22.22 -24.74
H9 3.26 -21.75 -25.55
H10 2.06 -22.16 -24.69
O6 1.08 -21.03 -21.78
H11 1.28 -20.34 -22.44
H12 1.21 -21.87 -22.24
O7 3.85 -17.45 -22.08
H13 3.14 -17.74 -22.68
H14 4.66 -17.55 -22.59
O8 0.19 -23.49 -22.74
H15 -0.35 -24.29 -22.78
H16 -0.05 -22.99 -23.54
O9 0.03 -21.59 -24.87
H17 -0.21 -21.50 -25.80
H18 -0.77 -21.33 -24.39
O10 1.86 -18.94 -23.59
H19 1.22 -18.30 -23.23
H20 1.80 -18.83 -24.55
O11 0.58 -23.91 -19.81
H21 -0.26 -23.78 -19.37
H22 0.38 -23.71 -20.73

Calculated values
SMILES	O.O.O.O.O.O.O.O.O.O.O
largest force on an atom	0.0143	Eh/bohr
gap between HOMO and LUMO	0.3489	Eh
energy above the lowest of the compared OMol25 structures with the same formula, charge and spin	131.23	kJ/mol
charge	0

No. 8
Molecular formula: H22O11
Method: DFT, the ωB97M-V functional and the def2-TZVPD basis

Cartesian coordinates (Å):
H1 1.14 0.08 -0.57
H2 0.36 -1.11 -1.10
H3 -0.10 -2.69 2.86
H4 -0.28 -2.03 1.50
H5 1.01 -3.04 0.23
H6 -0.20 -3.84 -0.26
H7 -4.91 0.29 -0.61
H8 -3.99 -0.71 -1.28
H9 2.64 -2.57 -1.47
H10 2.07 -2.79 -2.86
H11 2.37 0.69 2.72
H12 2.63 -0.79 2.48
H13 -2.13 3.13 -3.14
H14 -1.91 2.80 -1.67
H15 -0.90 4.32 2.48
H16 0.01 3.48 1.59
H17 0.39 -1.36 -4.63
H18 -1.09 -1.35 -4.26
H19 2.38 3.25 2.04
H20 1.23 2.31 1.73
H21 -0.73 1.02 1.23
H22 0.10 1.20 2.48
O1 0.39 -0.15 -1.13
O2 -0.61 -2.76 2.04
O3 0.52 -3.86 0.39
O4 -3.99 0.02 -0.65
O5 2.00 -3.11 -1.95
O6 2.03 -0.07 2.24
O7 -1.50 3.25 -2.42
O8 -0.67 4.17 1.56
O9 -0.23 -1.01 -3.98
O10 1.87 2.52 2.41
O11 0.17 0.96 1.55

Calculated values
SMILES	O.O.O.O.O.O.O.O.O.O.O
largest force on an atom	0.0420	Eh/bohr
gap between HOMO and LUMO	0.3476	Eh
energy above the lowest of the compared OMol25 structures with the same formula, charge and spin	377.36	kJ/mol
charge	0

No. 9
Molecular formula: H22O11
Method: DFT, the ωB97M-V functional and the def2-TZVPD basis

Cartesian coordinates (Å):
O1 -1.34 -0.42 3.28
H1 -1.94 0.26 3.57
H2 -0.47 0.00 3.31
O2 -2.60 0.50 -0.02
H3 -3.22 0.33 0.68
H4 -1.78 0.10 0.28
O3 1.88 -1.25 2.07
H5 2.26 -1.37 1.20
H6 2.03 -0.33 2.27
O4 0.58 1.56 -3.54
H7 -0.24 1.17 -3.24
H8 0.35 2.01 -4.35
O5 -2.07 3.24 -0.22
H9 -3.02 3.33 -0.12
H10 -1.90 2.30 -0.14
O6 -1.79 0.60 -2.56
H11 -2.52 0.26 -3.08
H12 -2.15 0.70 -1.68
O7 1.41 -1.28 -2.35
H13 2.01 -1.76 -2.92
H14 0.85 -0.80 -2.95
O8 -0.05 0.18 0.18
H15 0.25 0.03 -0.72
H16 0.18 -0.63 0.64
O9 3.23 -1.13 -0.29
H17 2.70 -1.30 -1.07
H18 3.95 -0.58 -0.61
O10 0.24 -3.61 1.44
H19 1.07 -4.08 1.56
H20 0.33 -2.82 1.97
O11 0.35 1.57 2.76
H21 1.27 1.83 2.75
H22 0.15 1.38 1.85

Calculated values
largest force on an atom	0.0262	Eh/bohr
spin multiplicity	2
gap between HOMO and LUMO (spin up / spin down)	0.4125 / 0.0856	Eh
energy above the lowest of the compared OMol25 structures with the same formula, charge and spin	97.96	kJ/mol
charge	+1
<S²>	0.755

No. 10
Molecular formula: H22O11
Method: DFT, the ωB97M-V functional and the def2-TZVPD basis

Cartesian coordinates (Å):
O1 -0.41 0.33 0.78
H1 -0.38 0.43 -0.17
H2 0.28 -0.31 0.98
O2 2.55 1.41 0.95
H3 3.11 1.45 0.18
H4 2.25 2.31 1.08
O3 -2.24 0.60 2.86
H5 -2.67 1.27 2.33
H6 -1.36 0.53 2.50
O4 -0.09 -1.26 -2.18
H7 0.00 -2.20 -2.35
H8 -1.03 -1.13 -2.08
O5 -1.06 3.11 -0.66
H9 -1.95 3.30 -0.37
H10 -1.09 3.20 -1.61
O6 2.08 -2.57 3.14
H11 2.01 -2.30 2.22
H12 1.73 -3.46 3.15
O7 -3.16 1.13 0.25
H13 -3.77 1.85 0.07
H14 -2.29 1.52 0.18
O8 -2.67 -0.47 -2.19
H15 -2.82 0.40 -1.81
H16 -2.98 -0.39 -3.09
O9 0.75 -2.18 0.66
H17 0.45 -2.01 -0.23
H18 -0.03 -2.52 1.11
O10 3.68 -1.18 0.68
H19 2.88 -0.66 0.79
H20 3.75 -1.69 1.48
O11 1.86 0.47 -2.74
H21 1.14 -0.15 -2.63
H22 1.48 1.19 -3.25

Calculated values
largest force on an atom	0.0254	Eh/bohr
spin multiplicity	2
gap between HOMO and LUMO (spin up / spin down)	0.3824 / 0.1007	Eh
energy above the lowest of the compared OMol25 structures with the same formula, charge and spin	127.53	kJ/mol
charge	+1
<S²>	0.756

No. 11
Molecular formula: H24O12
Method: DFT, the ωB97M-V functional and the def2-TZVPD basis

Cartesian coordinates (Å):
O1 1.56 -3.24 0.11
H1 0.85 -3.58 0.71
H2 2.18 -3.94 0.03
O2 1.47 -1.33 2.46
H3 2.05 -0.54 2.51
H4 1.89 -2.00 1.86
O3 -0.91 0.94 -2.76
H5 -0.90 1.17 -3.71
H6 -0.87 -0.02 -2.52
O4 -1.07 -0.29 0.36
H7 -0.26 0.17 0.21
H8 -1.60 0.44 0.72
O5 -1.02 -1.99 -2.15
H9 -1.02 -2.32 -1.23
H10 -0.07 -2.03 -2.43
O6 -0.59 2.39 2.04
H11 -0.68 1.66 2.60
H12 -1.58 2.65 1.90
O7 1.69 -1.05 -2.86
H13 2.31 -0.86 -3.54
H14 1.90 -0.47 -2.13
O8 -1.79 3.31 -1.20
H15 -1.79 2.49 -1.76
H16 -2.44 3.85 -1.60
O9 1.28 1.15 -1.21
H17 1.36 1.69 -0.45
H18 0.53 1.35 -1.82
O10 -1.21 -0.31 3.52
H19 -0.44 -0.98 3.57
H20 -1.85 -0.39 4.26
O11 1.77 3.16 0.42
H21 0.99 3.29 0.96
H22 1.95 3.98 -0.06
O12 -0.87 -2.91 1.18
H23 -1.14 -2.02 0.98
H24 -1.67 -3.42 1.03

Calculated values
SMILES	O.O.O.O.O.O.O.O.O.O.O.O
largest force on an atom	0.0855	Eh/bohr
gap between HOMO and LUMO	0.4016	Eh
energy above the lowest of the compared OMol25 structures with the same formula, charge and spin	96.53	kJ/mol
charge	0

No. 12
Molecular formula: H24O12
Method: DFT, the ωB97M-V functional and the def2-TZVPD basis

Cartesian coordinates (Å):
O1 -0.97 -3.51 -0.30
H1 -1.37 -4.28 0.11
H2 -0.67 -3.82 -1.15
O2 1.27 1.90 -3.61
H3 1.36 2.04 -4.56
H4 0.91 2.73 -3.28
O3 -1.76 1.89 3.64
H5 -1.43 1.64 2.77
H6 -1.01 1.73 4.23
O4 -0.19 -4.53 3.51
H7 -0.70 -4.30 4.29
H8 -0.14 -3.72 3.01
O5 5.45 1.17 -2.41
H9 4.54 0.92 -2.60
H10 5.96 0.76 -3.11
O6 2.54 3.45 2.22
H11 2.07 3.24 1.42
H12 2.96 2.63 2.48
O7 -5.52 -0.80 -0.39
H13 -5.24 -0.67 0.52
H14 -5.10 -0.09 -0.87
O8 -0.02 0.64 0.18
H15 -0.58 -0.13 0.22
H16 0.31 0.66 -0.72
O9 0.94 -2.34 -4.19
H17 0.76 -1.40 -4.14
H18 0.17 -2.70 -4.63
O10 3.64 -2.88 -0.27
H19 3.69 -2.32 0.51
H20 2.70 -2.95 -0.45
O11 0.00 5.23 -1.43
H21 0.12 5.96 -2.03
H22 -0.63 5.55 -0.78
O12 -4.68 -0.87 3.70
H23 -5.41 -0.56 4.23
H24 -3.97 -0.26 3.87

Calculated values
SMILES	O.O.O.O.O.O.O.O.O.O.O.O
largest force on an atom	0.0076	Eh/bohr
gap between HOMO and LUMO	0.4129	Eh
energy above the lowest of the compared OMol25 structures with the same formula, charge and spin	255.89	kJ/mol
charge	0

No. 13
Molecular formula: H24O12
Method: DFT, the ωB97M-V functional and the def2-TZVPD basis

Cartesian coordinates (Å):
O1 1.76 -4.03 -0.03
H1 1.90 -3.11 -0.13
H2 0.80 -4.13 0.11
O2 1.70 -1.78 1.95
H3 1.34 -1.28 1.30
H4 1.31 -1.47 2.94
O3 -1.75 0.05 -2.20
H5 -1.35 -0.79 -2.45
H6 -2.70 0.04 -2.71
O4 -3.12 -0.71 2.97
H7 -3.15 -0.11 2.14
H8 -2.38 -1.30 2.85
O5 2.39 1.02 -0.76
H9 2.46 1.81 -0.34
H10 3.18 0.50 -0.86
O6 0.41 -0.44 -4.00
H11 0.84 -0.03 -3.21
H12 0.06 0.26 -4.60
O7 1.34 3.11 3.33
H13 0.73 2.57 3.68
H14 2.04 2.52 3.39
O8 0.04 -4.76 -1.72
H15 0.50 -3.90 -1.88
H16 -0.77 -4.37 -1.91
O9 -0.41 0.29 3.10
H17 -1.32 0.20 3.40
H18 0.07 -0.04 3.82
O10 -0.47 3.62 0.61
H19 -1.30 3.32 0.09
H20 0.19 3.47 -0.01
O11 2.03 2.21 -3.26
H21 2.28 3.10 -2.96
H22 1.09 2.43 -3.38
O12 -3.35 0.41 0.63
H23 -2.80 1.29 0.36
H24 -3.59 0.03 -0.25

Calculated values
SMILES	O.O.O.O.O.O.O.O.O.O.O.O
largest force on an atom	0.1480	Eh/bohr
gap between HOMO and LUMO	0.3712	Eh
energy above the lowest of the compared OMol25 structures with the same formula, charge and spin	517.81	kJ/mol
charge	0

No. 14
Molecular formula: H24O12
Method: DFT, the ωB97M-V functional and the def2-TZVPD basis

Cartesian coordinates (Å):
H1 0.31 0.87 -0.91
H2 1.40 -0.18 -0.62
H3 -2.35 -2.44 2.36
H4 -3.44 -1.86 1.44
H5 4.72 -1.16 -0.63
H6 4.02 -1.51 -1.90
H7 1.33 1.36 1.06
H8 2.24 2.50 1.50
H9 3.71 2.48 -1.71
H10 4.00 3.51 -0.60
H11 -0.74 -2.43 0.68
H12 0.66 -1.70 1.14
H13 -1.94 1.37 -0.51
H14 -3.20 1.01 -1.28
H15 -0.87 1.60 2.12
H16 -0.64 0.17 2.82
H17 -0.63 -2.31 -1.03
H18 0.26 -3.56 -0.66
H19 -3.11 -1.12 -2.45
H20 -2.69 -2.28 -1.49
H21 -2.40 4.60 0.12
H22 -2.59 3.61 -1.02
H23 2.06 -2.96 0.99
H24 3.16 -2.35 1.91
O1 0.63 0.26 -0.19
O2 -2.49 -2.05 1.50
O3 4.39 -0.77 -1.48
O4 1.37 2.31 1.11
O5 3.73 2.60 -0.79
O6 -0.18 -1.56 0.73
O7 -2.26 1.38 -1.43
O8 -1.06 1.06 2.83
O9 -0.35 -3.22 -1.33
O10 -3.50 -1.79 -1.90
O11 -3.10 4.24 -0.53
O12 2.42 -2.11 1.31

Calculated values
SMILES	O.O.O.O.O.O.O.O.O.O.O.O
largest force on an atom	0.0846	Eh/bohr
gap between HOMO and LUMO	0.3564	Eh
energy above the lowest of the compared OMol25 structures with the same formula, charge and spin	411.44	kJ/mol
charge	0